DFT (wB97M-V/def2-TZVPD) results for one molecule with the formula C3H6N4O in a non-equilibrium geometry.

Geometry as XYZ:
```
14
Properties=species:S:1:pos:R:3:lowdin_charge:R:1
C 0.666 0.041 -0.678 -0.380
C 1.197 -1.081 0.029 0.015
C 0.277 -1.450 1.032 -0.027
H 0.819 2.878 -1.931 0.026
H -0.396 2.100 -1.057 0.073
H 2.132 -1.437 -0.222 0.075
H 0.257 -2.279 1.635 0.096
H -2.626 -0.424 1.893 0.175
H -0.947 -0.267 2.866 0.154
N 0.244 2.074 -1.912 0.011
N 1.203 0.984 -1.405 0.022
N -0.868 -0.726 0.915 -0.270
N -1.512 -0.356 1.940 0.028
O -0.695 0.068 -0.281 0.001
```

Output
energy above the lowest of the compared OMol25 structures with the same formula, charge and spin: 146.4 kcal/mol
maximum force: 6.32 eV Å⁻¹
LUMO: 0.30 eV
HOMO-LUMO gap: 7.890 eV
E_tot: -11210.429 eV
total charge: 0

DFT (wB97M-V/def2-TZVPD) results for C39H38N6OPdTe as an isolated structure.

Geometry as XYZ:
```
86
Properties=species:S:1:pos:R:3:lowdin_charge:R:1
Pd -0.100 0.840 -1.072 0.880
C -2.368 0.021 -3.351 -0.114
N -1.342 -0.899 -2.864 -0.062
C -0.286 -1.211 -3.807 -0.139
C 0.748 -0.134 -3.832 -0.288
N 1.013 0.674 -2.838 0.057
C 2.051 1.482 -3.242 -0.218
C 2.689 2.518 -2.569 -0.006
C 3.722 3.147 -3.230 -0.070
C 4.110 2.762 -4.523 -0.073
C 3.476 1.740 -5.203 -0.008
C 2.435 1.109 -4.534 -0.174
N 1.574 0.080 -4.887 0.189
C -2.526 1.221 -2.469 -0.327
N -1.589 2.134 -2.317 0.113
C -2.157 3.113 -1.508 -0.244
C -1.627 4.317 -1.046 -0.020
C -2.440 5.101 -0.255 -0.071
C -3.746 4.708 0.076 -0.076
C -4.288 3.527 -0.383 -0.013
C -3.469 2.744 -1.184 -0.190
N -3.674 1.532 -1.823 0.186
H -3.337 -0.475 -3.474 0.130
H -2.078 0.394 -4.339 0.135
H -1.752 -1.743 -2.485 0.108
H -0.648 -1.391 -4.831 0.133
H 0.207 -2.130 -3.480 0.114
H 2.377 2.814 -1.571 0.112
H 4.245 3.959 -2.747 0.108
H 4.925 3.285 -5.001 0.108
H 3.774 1.454 -6.200 0.114
H 1.569 -0.436 -5.750 0.171
H -0.615 4.604 -1.284 0.116
H -2.066 6.038 0.127 0.107
H -4.344 5.354 0.703 0.106
H -5.294 3.233 -0.130 0.111
H -4.505 0.966 -1.787 0.168
C 0.528 -6.796 4.158 -0.040
C 0.251 -5.533 3.405 -0.256
C 0.744 -4.311 3.841 -0.004
C 0.493 -3.134 3.149 -0.302
C 1.066 -1.853 3.665 -0.065
C -0.271 -3.179 1.980 -0.359
Te -0.768 -1.361 0.900 1.646
N -1.157 0.928 0.549 -0.263
C -0.658 2.008 1.185 -0.602
O 0.145 2.727 0.540 -0.047
C -1.099 2.334 2.556 -0.164
C -0.665 3.522 3.135 -0.011
C -1.057 3.847 4.421 -0.065
C -1.877 2.984 5.135 -0.072
C -2.313 1.799 4.559 -0.070
C -1.930 1.476 3.269 -0.044
C 1.135 -1.134 -0.069 -0.441
C 1.328 -2.102 -1.070 -0.167
C 2.517 -2.181 -1.764 -0.078
C 3.530 -1.272 -1.480 -0.052
C 3.363 -0.345 -0.476 -0.038
C 2.182 -0.264 0.280 -0.297
C 2.187 0.664 1.455 -0.055
C -0.793 -4.396 1.528 -0.310
C -1.631 -4.571 0.291 -0.087
C -0.511 -5.553 2.249 -0.016
H 1.105 -6.599 5.058 0.077
H 1.088 -7.498 3.542 0.087
H -0.401 -7.285 4.449 0.087
H 1.335 -4.272 4.747 0.119
H 1.476 -1.991 4.664 0.085
H 0.314 -1.058 3.715 0.062
H 1.876 -1.508 3.019 0.071
H -0.022 4.176 2.563 0.119
H -0.725 4.770 4.871 0.107
H -2.180 3.238 6.142 0.108
H -2.957 1.132 5.115 0.106
H -2.286 0.564 2.805 0.079
H 0.533 -2.805 -1.281 0.085
H 2.662 -2.945 -2.517 0.114
H 4.462 -1.308 -2.028 0.117
H 4.175 0.328 -0.231 0.127
H 3.088 0.488 2.046 0.100
H 1.324 0.515 2.102 0.049
H 2.191 1.708 1.133 0.082
H -1.864 -3.635 -0.213 -0.003
H -2.574 -5.056 0.541 0.088
H -1.114 -5.218 -0.420 0.088
H -0.909 -6.495 1.893 0.128
```

Output
energy above the lowest of the compared OMol25 structures with the same formula, charge and spin: 0.0 kcal/mol
maximum force: 0.98 eV Å⁻¹
spin multiplicity: 2
expectation value of S²: 0.76
LUMO (alpha / beta): -3.13 / -4.21 eV
HOMO-LUMO gap (alpha / beta): 6.980 / 6.410 eV
E_tot: -62815.365 eV
total charge: +1

DFT (wB97M-V/def2-TZVPD) results for a 3-piece molecular cluster, C31H40N3OS2 overall in a non-equilibrium geometry.

Geometry as XYZ:
```
77
Properties=species:S:1:pos:R:3:lowdin_charge:R:1
C 1.922 0.443 2.888 -0.049
C 2.596 0.453 1.469 -0.227
C 4.042 0.561 1.358 -0.017
C 4.632 0.576 0.013 -0.044
C 3.775 0.511 -1.171 -0.030
C 2.307 0.398 -1.066 -0.163
C 1.500 0.301 -2.390 -0.079
N 0.512 1.395 -2.610 -0.055
C -0.576 1.604 -1.586 -0.054
C -1.449 0.318 -1.830 -0.267
C -2.754 0.085 -0.965 -0.180
C -2.422 -1.122 0.024 -0.434
S -2.661 -2.759 -0.836 0.937
C -3.642 -3.727 0.322 -0.634
N -3.388 -4.852 0.984 0.039
N -4.511 -5.167 1.715 0.045
C -5.393 -4.207 1.444 -0.133
O -4.911 -3.234 0.582 -0.013
C -1.608 0.447 -3.426 -0.059
C -0.309 1.275 -3.886 -0.225
C 0.433 0.877 -5.216 -0.130
C 0.542 -0.680 -5.496 -0.249
C 2.068 -1.182 -5.616 -0.507
S 2.179 -2.809 -4.711 0.685
C 1.759 0.354 0.285 -0.010
H 2.565 -0.082 3.633 0.074
H 1.897 1.530 3.203 0.094
H 0.859 0.107 2.868 0.076
H 4.723 0.640 2.239 0.119
H 5.737 0.635 -0.108 0.107
H 4.243 0.518 -2.189 0.108
H 2.252 0.384 -3.224 0.118
H 1.072 -0.727 -2.471 0.120
H 0.933 2.334 -2.691 0.203
H -1.222 2.423 -2.002 0.141
H -0.276 1.904 -0.557 0.141
H -0.946 -0.691 -1.763 0.112
H -3.062 1.012 -0.418 0.112
H -3.592 -0.275 -1.621 0.112
H -2.989 -1.068 0.985 0.094
H -1.330 -1.099 0.309 0.063
H -6.436 -4.039 1.777 0.143
H -2.475 1.119 -3.661 0.127
H -1.793 -0.480 -4.018 0.121
H -0.685 2.313 -4.069 0.150
H 1.458 1.354 -5.166 0.119
H -0.088 1.377 -6.079 0.130
H -0.023 -0.919 -6.437 0.121
H 0.082 -1.272 -4.669 0.058
H 2.296 -1.350 -6.700 0.085
H 2.777 -0.452 -5.143 0.053
H 1.817 -2.550 -3.410 -0.155
H 0.652 0.267 0.441 0.091
C -4.687 3.750 -0.502 -0.116
C -5.459 3.750 0.653 -0.093
C -5.192 4.662 1.667 -0.085
C -4.158 5.580 1.522 -0.086
C -3.388 5.582 0.366 -0.096
C -3.649 4.665 -0.645 -0.115
H -4.893 3.037 -1.292 0.095
H -6.270 3.039 0.763 0.104
H -5.790 4.658 2.570 0.106
H -3.954 6.294 2.311 0.106
H -2.583 6.300 0.252 0.102
H -3.045 4.663 -1.546 0.089
C 3.171 -3.714 5.369 -0.099
C 3.223 -4.129 6.694 -0.093
C 4.218 -3.648 7.536 -0.091
C 5.158 -2.744 7.055 -0.094
C 5.104 -2.326 5.731 -0.102
C 4.114 -2.814 4.887 -0.112
H 2.397 -4.093 4.712 0.100
H 2.486 -4.829 7.072 0.103
H 4.262 -3.977 8.567 0.103
H 5.931 -2.365 7.712 0.102
H 5.837 -1.620 5.356 0.097
H 4.076 -2.493 3.852 0.090
```

Output
maximum force: 3.06 eV Å⁻¹
LUMO: -2.77 eV
HOMO-LUMO gap: 8.075 eV
E_tot: -60974.115 eV
total charge: +1

DFT (wB97M-V/def2-TZVPD) results for a 2-piece molecular cluster, C37H31F5N4O overall in a non-equilibrium geometry.

Geometry as XYZ:
```
78
Properties=species:S:1:pos:R:3:lowdin_charge:R:1
C -5.652 -2.938 -2.491 -0.110
C -5.161 -4.213 -2.170 -0.097
C -3.812 -4.378 -1.857 -0.058
C -2.944 -3.267 -1.878 -0.174
C -1.498 -3.398 -1.607 -0.229
N -0.888 -2.342 -1.157 0.049
C 0.272 -1.902 -0.755 -0.251
C 0.612 -0.571 -1.067 -0.258
N 0.952 0.495 -1.438 0.094
C -0.798 -4.651 -1.942 -0.165
C -1.211 -5.368 -3.084 -0.050
C -0.528 -6.506 -3.494 -0.092
C 0.561 -6.968 -2.742 -0.107
C 0.982 -6.259 -1.604 -0.093
C 0.322 -5.087 -1.221 -0.038
C -3.455 -1.981 -2.127 -0.036
C -4.798 -1.822 -2.464 -0.095
H -6.710 -2.805 -2.728 0.092
H -5.827 -5.079 -2.151 0.098
H -3.423 -5.364 -1.588 0.114
H 1.043 -2.533 -0.298 0.058
H -2.057 -4.997 -3.671 0.116
H -0.839 -7.011 -4.413 0.101
H 1.096 -7.870 -3.051 0.093
H 1.825 -6.613 -1.011 0.095
H 0.638 -4.529 -0.343 0.088
H -2.775 -1.127 -2.077 0.101
H -5.175 -0.821 -2.694 0.095
C 1.966 5.440 -1.037 -0.006
N 1.333 4.422 -0.229 -0.028
C -0.030 4.304 -0.176 -0.341
O -0.837 4.994 -0.795 0.098
C -0.333 3.162 0.793 -0.137
C -1.384 2.147 0.362 -0.056
C -2.641 2.830 -0.054 -0.089
C -3.019 2.846 -1.394 -0.134
F -2.211 2.237 -2.302 0.105
C -4.165 3.504 -1.821 -0.108
F -4.495 3.518 -3.130 0.115
C -4.980 4.134 -0.875 -0.108
F -6.137 4.709 -1.257 0.118
C -4.611 4.154 0.472 -0.113
F -5.391 4.773 1.385 0.109
C -3.431 3.527 0.861 -0.129
F -3.016 3.636 2.155 0.087
N 0.976 2.560 0.982 0.069
C 1.086 1.390 1.609 0.002
C 2.296 0.761 1.875 -0.054
C 2.346 -0.545 2.345 0.050
C 3.416 -0.941 3.237 -0.208
C 3.194 -1.771 4.369 -0.018
C 4.215 -1.989 5.291 -0.071
C 5.486 -1.434 5.087 -0.068
C 5.729 -0.619 3.974 -0.071
C 4.712 -0.375 3.060 -0.028
C 2.093 3.388 0.478 -0.438
C 3.019 2.640 -0.492 -0.005
C 2.919 4.030 1.615 0.011
H 1.177 6.081 -1.445 0.100
H 2.669 6.026 -0.426 0.097
H 2.536 4.995 -1.867 0.094
H -0.718 3.626 1.725 0.173
H -1.004 1.515 -0.450 0.103
H -1.616 1.481 1.212 0.135
H 0.169 0.921 1.971 0.150
H 3.205 1.359 1.798 0.079
H 1.470 -1.182 2.220 0.128
H 2.197 -2.184 4.522 0.118
H 4.020 -2.588 6.176 0.108
H 6.294 -1.639 5.795 0.110
H 6.709 -0.167 3.818 0.110
H 4.900 0.263 2.191 0.112
H 2.423 2.009 -1.167 0.050
H 3.608 3.376 -1.066 0.089
H 3.720 1.995 0.047 0.076
H 2.324 4.792 2.132 0.099
H 3.239 3.286 2.350 0.075
H 3.819 4.506 1.199 0.095
```

Output
energy above the lowest of the compared OMol25 structures with the same formula, charge and spin: 0.0 kcal/mol
maximum force: 2.80 eV Å⁻¹
LUMO: -2.41 eV
HOMO-LUMO gap: 2.828 eV
E_tot: -60462.850 eV
total charge: 0